ORCA calculation (ωB97M-V/def2-TZVPD) on a molecular structure, C26H16F5N5OSW.

Computed properties:
Lowest unoccupied orbital energy (spin up / spin down), eV: -0.20 / -1.09
E, eV: -62967.721
Kohn-Sham gap (spin up / spin down), eV: 5.88 / 6.85

The geometry in ORCA input format:
```
! RIJCOSX wB97M-V def2-TZVPD def2/J DEFGRID3
* xyz 0 3
H -2.3555 1.0290 -2.9582
C 2.9306 -3.1430 4.9913
F 4.9052 -0.6634 3.2702
H 1.5556 3.6804 -3.1510
H 2.7365 -2.2501 -1.9532
C -3.7539 -1.7694 -4.2405
W 0.4173 0.6348 1.8452
H 0.2047 -1.8913 -2.8297
C -1.4203 -0.4578 -0.9096
H -3.6517 -3.7188 -3.3507
C -2.6365 -0.0121 -3.0511
C -3.4372 0.6833 0.0804
H -4.5754 1.9532 1.5438
H -4.1658 0.3778 -0.6520
S -0.1857 -1.2801 3.2316
C -2.6078 -2.2481 -2.1874
C 4.0422 -2.4367 4.5598
C 2.5747 -1.0445 3.3363
H 1.6923 5.4158 -0.0389
F 3.0983 -4.1779 5.8084
C -3.3620 -2.6809 -3.2630
C -2.0963 0.3354 0.0733
F 5.2639 -2.7868 4.9548
C -3.6468 1.5055 1.2283
H 1.6117 1.4127 -1.3405
F 2.4396 0.0300 2.4841
H -3.6999 0.2722 -4.8950
C -3.3907 -0.4298 -4.1330
C -2.4601 1.6261 1.8789
C 3.8625 -1.3619 3.7107
C 1.9386 -1.7402 -1.4380
H -2.2995 -2.9504 -1.4240
C 2.2778 3.9442 -2.3822
C 1.1022 3.5528 1.0132
N 1.7960 3.5326 -1.0693
O 0.3491 1.7713 3.1237
H 0.7962 3.7876 2.0151
C 2.0254 -1.1569 -0.1998
H 3.2324 3.4722 -2.6022
N 0.8054 -0.6025 0.1717
N -5.1592 -2.5643 -6.2635
N 1.0963 2.2481 0.5491
H -2.2139 2.1504 2.7853
C 1.5410 4.3528 0.0110
F 0.6349 -3.4992 5.0253
C 1.6631 -2.7814 4.5789
C -2.2336 -0.9118 -2.0675
H 2.8812 -1.1015 0.4541
C 1.5171 2.2777 -0.7014
C -0.0762 -0.8559 -0.8963
C 1.4264 -1.7027 3.7214
C -4.5363 -2.2113 -5.3646
C 0.6195 -1.5549 -1.8942
N -1.4820 0.9178 1.1855
H 2.4088 5.0216 -2.3748
*
```

=====

ORCA calculation (ωB97M-V/def2-TZVPD) on 2 unconnected molecules or ions with the total composition C8H10N2O2.

Computed properties:
Lowest unoccupied orbital energy, eV: 6.30
E, eV: -15525.568
Kohn-Sham gap, eV: 5.46

The geometry in ORCA input format:
```
! RIJCOSX wB97M-V def2-TZVPD def2/J DEFGRID3
* xyz -2 1
H 1.5222 2.9780 -0.4405
C -1.6574 -1.5475 0.5538
N 4.3052 0.1853 0.0093
H -0.6703 -2.9990 1.6411
C -0.6803 0.3845 -0.7769
H -2.3323 -1.4337 1.3271
C 0.3874 -2.5030 -0.4054
N 1.7453 0.7656 -0.6335
H -0.7066 1.4934 -1.0343
H 2.6462 2.1831 0.5812
H 2.5406 0.2634 -0.4771
H 0.8936 -3.4036 -0.7120
H -2.6875 0.1391 -0.2551
O 4.5601 0.4824 1.2103
C 0.6003 -0.1004 -0.7712
C -0.5830 -2.3687 0.6040
C 1.7357 2.0015 0.1093
H 0.8575 1.8601 0.7432
C -1.9039 -0.4998 -0.5380
H -2.2581 -1.0979 -1.4089
O 5.1981 -0.3278 -0.7156
C 1.0143 -1.4314 -0.9360
*
```

=====

ORCA calculation (ωB97M-V/def2-TZVPD) on a molecular structure, C26H20BrN5O5OsS2.

Computed properties:
Lowest unoccupied orbital energy (spin up / spin down), eV: 0.03 / -1.34
E, eV: -139150.857
Kohn-Sham gap (spin up / spin down), eV: 5.40 / 6.86

The geometry in ORCA input format:
```
! RIJCOSX wB97M-V def2-TZVPD def2/J DEFGRID3
* xyz 0 5
C 1.1803 0.9437 1.5107
C -0.8528 4.0971 -0.0369
H 3.2798 -1.2510 -1.0823
Br 2.7982 2.3709 -2.2421
C -0.4993 2.1802 2.9084
C 0.9634 -0.1954 -3.3051
H 1.1053 -0.4012 -5.4317
C 0.8518 -0.0222 -0.8042
C 1.5608 -0.4219 -2.0642
H 3.2862 -1.5714 -5.3494
H -4.6965 -0.4635 -1.0727
H 0.2855 3.0799 4.6558
N -0.9366 -4.6609 0.0307
C 3.4196 -1.4707 -3.2084
H 2.3738 1.7804 4.5190
O -0.0119 -1.8869 4.8354
H -0.8998 1.2400 1.0187
C 1.5789 -0.6034 -4.4795
H 0.0417 0.3725 -3.3534
N -0.4716 -2.5478 -0.5029
C 0.4028 2.3562 3.8616
N 0.1612 2.4771 -1.4788
C 0.7147 -3.2055 -0.2111
H 2.6540 0.6803 -0.0151
C 1.3055 3.0837 -1.3044
S -0.1821 -0.5134 4.5003
C 1.5925 0.5195 0.1776
C -0.2684 1.1007 1.8943
H 1.6634 -2.6998 -0.2504
C -4.9878 -2.5859 -0.6024
N -4.0319 -3.5873 -0.3683
H -6.0422 -2.7908 -0.5783
C -0.9015 2.9783 -0.8517
H 4.3811 -1.9665 -3.1644
H 3.1426 1.0648 2.2903
C 1.5875 1.4348 3.8578
O -2.0986 0.9796 -1.2208
H 1.1193 -5.2803 0.3838
C 1.4963 4.1885 -0.4831
H 2.4786 4.6210 -0.3654
S -0.8485 -0.5401 2.5247
N -2.9566 -1.6854 -0.7747
O -3.2616 2.8607 -0.9860
C 2.7990 -1.0655 -2.0365
C -1.4971 -3.4645 -0.3241
C 0.4563 -4.4801 0.1114
O 1.2746 0.0829 4.4250
H 0.4763 5.5639 0.8072
H -1.4312 -5.5029 0.2549
C -4.3149 -1.4453 -0.8499
H -1.7624 4.4657 0.4139
C 2.0799 1.1779 2.4668
Os -1.0917 -0.6538 -0.9013
H -1.4204 2.7471 2.8635
C -2.7961 -3.0089 -0.4693
O -0.9989 0.3391 5.2996
H -4.2287 -4.5376 -0.1184
C -2.2102 2.2694 -1.0505
C 2.8069 -1.2472 -4.4346
C 0.3819 4.7009 0.1609
*
```

=====

ORCA calculation (ωB97M-V/def2-TZVPD) on 15 unconnected molecules or ions with the total composition C19H68N26O15.

Computed properties:
Lowest unoccupied orbital energy, eV: -0.91
E, eV: -90275.275
Kohn-Sham gap, eV: 7.77

The geometry in ORCA input format:
```
! RIJCOSX wB97M-V def2-TZVPD def2/J DEFGRID3
* xyz 0 1
H 1.4018 -7.7081 22.2309
N 0.3174 -3.0327 25.3418
H 7.0399 -12.2528 26.4954
H 0.6174 -3.3709 26.2425
N 6.5333 -4.6720 29.1319
N 7.2856 -7.2263 19.7509
O 2.8044 -12.2860 29.0867
H 5.3901 -6.5795 22.2259
N 6.1558 -9.9577 26.8886
H -1.6975 -3.9630 22.3144
N 6.4830 -11.8745 25.7587
H -2.8324 -8.8542 23.8360
H -2.5126 -8.6169 28.8601
O 1.6633 -4.3566 27.7815
C 2.3946 -7.6764 21.7906
O 5.2636 -4.8880 23.9220
H 0.4269 -6.6911 23.3650
C 2.4601 -12.1565 27.9110
H 6.3247 -12.3972 24.9096
H 0.4932 -5.0342 22.7738
C -1.2110 -8.2734 27.3774
C 2.9655 -8.3050 29.3713
H -2.0464 -6.5278 23.3030
C -1.4318 -6.1526 21.2749
H 1.2780 -9.6719 20.4590
H 4.4558 -7.5031 28.1353
H -0.9515 -7.1249 21.1552
H 4.5308 -7.3833 30.2734
H 0.4470 -7.6589 26.3474
H -0.5901 -4.1448 28.8114
C 4.1178 -12.2824 22.3051
C 1.9235 -9.0575 19.8225
N 2.3254 -2.0388 25.0599
H 3.1232 -8.4605 27.4089
H 5.8300 -12.2372 21.3213
H 3.1893 -7.7781 31.3404
H 3.6719 -10.6628 23.4718
H 5.5997 -10.8375 22.3920
H 5.8518 -1.9459 24.7259
H -0.0102 -6.6643 27.6953
H 4.7663 -3.6261 27.7015
O 1.9090 -8.9194 29.4733
C 1.0898 -2.2658 24.5487
H 9.7410 -7.9653 24.3457
O 5.2194 -10.1977 24.8184
N 5.2195 -2.6709 24.4425
O -2.1171 -4.5280 22.9795
H 1.9756 -5.2829 30.8270
H 2.8438 -9.6272 19.6774
O 3.7710 -13.3365 21.7686
N 7.1583 -3.6716 23.7655
C 1.3939 -4.5813 28.9709
N 5.2703 -11.6691 21.9302
H -1.6634 -9.0551 25.0492
C 2.2694 -7.6636 20.2808
H -2.4254 -6.2281 20.8335
H 7.7007 -2.8320 23.8483
O 5.8737 -6.5488 28.0566
H 7.2233 -7.0090 26.2996
H 4.4896 -8.1313 24.5486
H 4.6575 -6.4141 24.3293
H 2.9559 -1.3770 24.6435
N 4.1254 -7.2008 24.6865
N 1.9682 -10.9932 27.4152
H 3.2159 -4.8762 29.6187
H 2.4288 -11.8091 23.4612
H 3.0330 -13.9478 27.3776
H 8.7994 -8.4064 25.6788
N 4.9949 -4.5646 27.4273
H 7.5913 -8.0010 19.1951
H 7.1581 -5.1469 29.7585
H 4.2338 -2.7371 24.6638
H 3.1850 -5.0509 25.5382
N 0.1312 -4.4285 29.4549
H -0.5794 -3.4104 25.0871
O 6.1593 -8.6183 21.1244
H 2.0820 -10.1940 28.0320
H 6.8298 -10.2348 27.5748
N -1.8732 -7.9115 28.5370
H 6.1843 -5.4956 21.1355
N 3.6434 -8.1267 28.2168
H 2.9752 -6.8094 22.1214
H 5.7301 -9.0525 27.0061
H 7.6990 -4.5042 23.5406
O 2.2847 -8.1139 25.5913
H -1.5532 -7.1430 29.0859
H 0.4510 -9.2748 24.4670
N 3.5704 -7.6364 30.4215
C 5.9400 -10.6235 25.7011
H 6.5994 -5.7370 25.2110
C -1.4745 -5.7701 22.7605
N 6.1200 -6.4053 21.5573
H 7.6153 -6.2978 19.5612
O 3.4507 -7.1434 19.7021
N -0.2182 -7.4218 27.0759
H 1.4587 -7.0066 19.9547
H 1.2440 -9.0703 18.9643
N 7.1807 -6.5295 25.4219
N 2.6376 -13.1175 26.9614
C -0.0763 -5.7228 23.4068
N 3.3287 -11.5377 23.1155
C 2.9356 -7.1011 25.2864
O 0.6738 -1.7655 23.5064
H 2.0973 -10.8728 26.4248
H 4.3705 -5.1712 26.9043
O -1.5143 -9.2619 26.7160
C 6.5315 -7.4594 20.8633
H -0.8819 -5.3905 20.7137
H 6.5368 -3.6666 29.1498
O 7.9989 -6.5031 23.2848
H 3.0443 -8.5108 22.0747
H 4.1970 -7.6094 20.1036
C 5.8513 -3.8085 24.0329
H 2.5163 -2.2471 26.0259
H 0.7788 -10.1152 22.8724
N -1.8503 -8.8560 24.0560
C 5.8016 -5.3172 28.2269
H 1.9605 -13.2058 26.2250
N 8.8384 -7.9528 24.7841
H -0.0779 -5.3930 24.4411
N 0.2258 -9.6303 23.5561
H -0.1423 -4.7649 30.3586
N 2.6141 -5.8612 25.7041
H 1.8503 -5.7122 26.3485
C -1.0264 -9.2992 23.0847
O -1.4130 -9.4979 21.9336
N 2.2684 -4.9070 29.9491
C 7.9302 -7.0111 24.4130
*
```

=====

ORCA calculation (ωB97M-V/def2-TZVPD) on 2 unconnected molecules or ions with the total composition CH7NOS.

Computed properties:
Lowest unoccupied orbital energy (spin up / spin down), eV: -4.12 / -9.14
E, eV: -15512.724
Kohn-Sham gap (spin up / spin down), eV: 9.13 / 4.10

The geometry in ORCA input format:
```
! RIJCOSX wB97M-V def2-TZVPD def2/J DEFGRID3
* xyz 1 2
O -1.1714 0.8087 -1.5412
H -2.3106 -0.9462 0.2365
H -0.2040 0.6460 0.4903
C -0.5985 0.1583 -0.4163
H 0.4326 -0.3056 -0.8497
H -0.8034 -1.6916 0.5512
S 3.0037 0.3549 1.4686
H 1.8273 0.7404 0.9867
H 3.3008 0.0924 0.2383
N -1.3515 -0.9230 0.0716
H -2.1249 1.0658 -1.2361
*
```

=====

ORCA calculation (ωB97M-V/def2-TZVPD) on a single C23H28N2O2 molecule.

Computed properties:
Lowest unoccupied orbital energy, eV: 0.00
E, eV: -31361.644
SMILES: Cc1cccc(N2CCN(C(=O)COc3ccc4c(c3)CCC4)CC2)c1C
Kohn-Sham gap, eV: 7.36

The geometry in ORCA input format:
```
! RIJCOSX wB97M-V def2-TZVPD def2/J DEFGRID3
* xyz 0 1
H -2.3783 2.2647 -0.2931
C 3.5164 -3.3353 3.5610
C 1.0213 -2.1505 0.3113
H 3.5008 0.0400 1.8933
C -1.5038 0.1545 -3.1456
O -0.6778 4.1412 0.3271
C 3.6439 -0.7240 2.4161
C -2.7723 -1.0578 -1.2494
H 0.1508 -2.0900 -0.2337
H -2.1205 -2.0417 -3.3090
C 2.5486 -2.8797 2.3537
H 3.3858 -2.7017 4.1960
H -4.2601 -1.9400 1.2632
H -3.0066 0.3679 1.2968
C -2.0544 -1.2359 -2.8667
C -0.0926 3.5707 -0.5756
C 1.6162 -3.8896 1.7765
H 3.3248 -0.2979 3.4952
H -4.4052 -2.2449 -1.0908
C -3.3987 -1.6674 0.6498
C 1.1668 2.5393 1.1568
C 2.6774 -1.5781 2.1693
H 2.6922 2.1409 -1.0974
H 2.2606 2.7319 1.1052
H 4.5860 -3.1945 3.2209
H 1.7508 -4.9615 2.1987
H -0.0115 4.0145 -2.5016
C -3.4531 -0.0690 0.6287
C -2.8618 0.0670 -0.6387
C 1.6959 1.7057 -1.3145
H 0.1805 -4.3224 0.4113
H 1.3272 0.8166 2.5146
O -0.8186 2.3158 -2.7116
H -2.6588 -1.9346 1.2916
H 4.6471 -1.1648 2.5021
H 0.5699 3.0005 1.9394
H -4.7169 0.1566 0.4804
C -0.7506 3.4877 -2.1905
C 1.7719 -1.2534 1.0534
C 0.8796 -3.5044 0.8426
C 1.0081 0.9121 1.4970
H 3.3191 -4.2603 3.8680
H -0.0945 0.6236 1.2961
H -2.8957 -3.1855 -0.8268
H 0.2415 -0.0059 -1.1497
H 1.8484 -0.4251 -1.4643
C 1.4963 0.3907 -0.9328
C -1.4084 1.2354 -2.3719
H -0.7895 0.2879 -4.0115
N 0.8894 2.6299 -0.1844
H 1.3618 2.0633 -2.2507
N 1.7419 -0.1096 0.4991
H -1.6424 4.0003 -2.0048
C -2.2430 1.2123 -0.9317
C -3.3675 -2.1448 -0.5648
*
```